Record 1
This record from the OMol25 dataset describes a structure of composition C13H26BClF2KMgN2O5. The level of theory is ωB97M-V with the def2-TZVPD basis set.

HOMO-LUMO gap, eV: 2.078
E_HOMO, eV: -8.322

Structure (ORCA input):
```
! wB97M-V def2-TZVPD RIJCOSX def2/J DEFGRID3
* xyz 1 1
C 3.52 -0.33 2.14
C 3.07 1.09 1.91
O 1.84 1.14 1.17
C 1.85 2.03 0.04
C 0.45 2.39 -0.29
O -0.19 3.21 0.71
C -1.28 2.52 1.11
C -2.57 2.77 0.68
C -3.52 1.92 1.17
C -3.20 0.86 2.04
C -4.21 -0.10 2.53
B -4.12 -1.41 1.58
O -3.38 -2.51 1.90
O -4.85 -1.42 0.43
N -1.96 0.69 2.45
N -1.08 1.53 1.96
H 4.14 -0.70 1.34
H 2.68 -0.99 2.29
H 4.13 -0.34 3.03
H 2.89 1.56 2.92
H 3.88 1.63 1.33
H 2.53 2.92 0.16
H 2.20 1.46 -0.82
H -0.06 1.43 -0.31
H 0.35 2.80 -1.28
H -2.77 3.56 0.00
H -4.53 2.02 0.85
H -3.95 -0.36 3.54
H -5.20 0.31 2.43
H -2.44 -2.30 2.01
H -4.27 -1.57 -0.33
H -0.13 1.39 2.26
C 2.66 -1.77 -0.85
C 1.43 -1.09 -1.44
O 1.62 -0.62 -2.77
C 1.88 -1.66 -3.68
C 0.73 -2.65 -3.72
H 3.48 -1.04 -0.90
H 2.45 -2.05 0.18
H 3.00 -2.68 -1.36
H 1.20 -0.21 -0.83
H 0.53 -1.73 -1.38
H 2.83 -2.16 -3.46
H 1.99 -1.20 -4.67
H 0.59 -3.12 -2.71
H 0.91 -3.44 -4.45
H -0.21 -2.15 -3.97
F -3.97 1.95 -1.51
K 3.05 3.27 1.89
F -0.97 -2.31 -0.34
Mg -2.81 2.28 -2.96
Cl -0.22 -4.84 -2.01
*
```

Here are the Löwdin charges for atoms 1 to 5, given in e: -0.0291, -0.4246, -0.1630, -0.2399, -0.1283



Record 2
This record from the OMol25 dataset describes the molecule C11H22N4O3. The level of theory is ωB97M-V with the def2-TZVPD basis set.

SMILES: CNC(=O)[C@@H](CCCCN)NC(=O)CNC(C)=O
HOMO-LUMO gap, eV: 9.714
ΔE to the lowest compared entry with this formula, charge and spin, eV: 1.212
E_HOMO, eV: -9.022

Structure (ORCA input):
```
! wB97M-V def2-TZVPD RIJCOSX def2/J DEFGRID3
* xyz 0 1
O -2.46 -1.55 -0.52
O 1.79 -2.07 0.50
O 1.08 0.81 -3.01
C -2.21 -2.41 -1.32
C 0.84 -1.94 -0.20
C 1.42 1.23 -1.89
N 2.19 2.35 -1.84
N -1.22 -3.23 -1.37
N -0.62 0.34 4.88
N 0.53 -0.79 -0.88
C -3.20 -2.64 -2.42
C 2.60 3.08 -3.04
C -0.09 -3.14 -0.29
C 0.17 1.26 4.03
C 0.48 0.74 2.60
C -0.57 1.04 1.48
C 0.05 1.41 0.15
C 1.05 0.51 -0.62
H 2.44 2.68 -0.89
H -1.12 -3.91 -2.10
H -0.95 0.84 5.65
H -1.41 -0.06 4.44
H -0.33 -0.82 -1.51
H -3.49 -1.69 -2.80
H -4.20 -3.00 -2.08
H -2.65 -3.22 -3.16
H 3.46 2.76 -3.61
H 3.00 3.94 -2.70
H 1.77 3.35 -3.68
H -0.66 -3.02 0.67
H 0.52 -3.96 -0.25
H -0.44 2.12 3.91
H 1.13 1.64 4.47
H 1.38 1.34 2.22
H 0.62 -0.32 2.57
H -1.22 1.89 1.74
H -1.20 0.15 1.40
H 0.39 2.45 0.13
H -0.84 1.32 -0.61
H 1.97 0.50 -0.05
*
```

Here are the Löwdin charges for atoms 1 to 5, given in e: 0.0599, 0.0915, 0.0444, -0.6710, -0.5038